{
  "formula": "C19H44BO10P2Si",
  "method": "wB97M-V/def2-TZVPD",
  "elements": ["C", "C", "C", "C", "B", "O", "O", "C", "C", "O", "P", "O", "C", "C", "O", "C", "C", "Si", "C", "C", "C", "O", "H", "H", "H", "H", "H", "H", "H", "H", "H", "H", "H", "H", "H", "H", "H", "H", "H", "H", "H", "H", "H", "H", "H", "H", "H", "H", "H", "H", "H", "O", "P", "O", "C", "C", "O", "C", "C", "O", "C", "C", "H", "H", "H", "H", "H", "H", "H", "H", "H", "H", "H", "H", "H", "H", "H"],
  "positions_angstrom": [[5.953, -0.362, 4.028], [5.800, 0.830, 3.467], [5.382, 1.957, 2.363], [3.941, 1.644, 1.665], [2.825, 2.054, 2.794], [1.764, 3.005, 2.411], [2.796, 1.598, 4.175], [3.281, 2.735, 4.968], [3.978, 0.127, 1.080], [3.938, 0.167, -0.392], [3.023, 1.596, -0.895], [1.853, 2.756, -1.465], [0.492, 2.402, -1.116], [-0.059, 1.054, -1.852], [-0.320, -0.055, -0.950], [0.687, -1.098, -1.029], [0.072, -2.608, -0.933], [4.603, 2.372, -2.242], [5.915, 3.483, -1.385], [5.554, 0.844, -2.999], [3.908, 3.336, -3.776], [3.536, 2.504, 0.537], [6.246, -1.342, 4.573], [6.253, 1.994, 1.601], [5.265, 2.957, 2.953], [0.998, 2.455, 2.119], [4.422, 2.578, 5.144], [2.690, 2.829, 5.964], [3.174, 3.753, 4.435], [3.189, -0.556, 1.608], [4.943, -0.511, 1.235], [2.031, 1.063, 0.007], [2.700, 0.748, -2.044], [0.289, 2.372, 0.028], [-0.178, 3.272, -1.516], [-1.090, 1.330, -2.331], [0.641, 0.818, -2.732], [1.357, -0.986, -0.080], [1.398, -1.031, -1.927], [-0.751, -2.624, -0.122], [-0.290, -3.022, -1.942], [0.965, -3.286, -0.606], [5.711, 3.720, -0.279], [6.943, 2.939, -1.422], [5.981, 4.509, -1.939], [6.086, 0.302, -2.137], [4.741, 0.181, -3.504], [6.270, 1.195, -3.845], [4.808, 3.455, -4.511], [3.505, 4.350, -3.410], [3.136, 2.685, -4.326], [-5.907, -3.238, -2.083], [-6.439, -2.317, -0.972], [-5.031, -2.300, -0.104], [-3.926, -1.577, -0.630], [-4.166, -0.081, -0.572], [-7.224, -3.553, -0.186], [-7.983, -4.487, -0.947], [-7.252, -5.816, -0.994], [-7.094, -1.244, 0.197], [-7.428, -1.588, 1.538], [-6.231, -1.731, 2.456], [-3.717, -1.898, -1.654], [-3.055, -1.830, -0.021], [-5.000, 0.206, -1.221], [-3.275, 0.464, -0.892], [-4.426, 0.233, 0.442], [-8.183, -4.109, -1.953], [-8.950, -4.616, -0.451], [-6.225, -5.698, -1.348], [-7.768, -6.524, -1.648], [-7.188, -6.248, 0.009], [-8.078, -2.463, 1.587], [-8.035, -0.755, 1.909], [-5.685, -2.656, 2.256], [-6.554, -1.762, 3.501], [-5.535, -0.898, 2.331]],
  "homo_lumo_gap_ha": 0.138,
  "charge": -1
}

=====

{
  "formula": "C19H44Br14O4Si2",
  "method": "wB97M-V/def2-TZVPD",
  "elements": ["O", "C", "C", "C", "C", "Si", "O", "Si", "C", "O", "O", "H", "H", "H", "H", "H", "H", "H", "H", "H", "H", "H", "H", "H", "H", "H", "H", "Br", "C", "C", "Br", "H", "H", "H", "H", "Br", "C", "C", "Br", "H", "H", "H", "H", "Br", "C", "C", "Br", "H", "H", "H", "H", "Br", "C", "C", "Br", "H", "H", "H", "H", "Br", "C", "C", "Br", "H", "H", "H", "H", "Br", "C", "C", "Br", "H", "H", "H", "H", "Br", "C", "C", "Br", "H", "H", "H", "H"],
  "positions_angstrom": [[-3.812, -3.463, 3.485], [-4.732, -3.545, 2.391], [-4.072, -4.251, 1.192], [-4.421, -3.626, -0.183], [-3.515, -4.358, -1.287], [-3.365, -3.393, -2.899], [-2.455, -4.148, -4.078], [-1.653, -5.567, -3.738], [-2.864, -7.024, -3.683], [-3.726, -6.979, -4.823], [-4.733, -6.011, -4.549], [-3.031, -2.993, 3.169], [-5.533, -4.186, 2.768], [-5.119, -2.557, 2.134], [-2.997, -4.191, 1.351], [-4.342, -5.310, 1.149], [-4.350, -2.548, -0.205], [-5.455, -3.911, -0.405], [-4.043, -5.312, -1.404], [-2.549, -4.548, -0.829], [-4.720, -3.178, -3.457], [-2.817, -2.053, -2.628], [-0.837, -5.496, -2.504], [-0.713, -5.857, -4.835], [-2.273, -7.943, -3.782], [-3.436, -7.121, -2.755], [-4.498, -5.284, -5.145], [-7.757, -1.581, 1.533], [-7.641, 0.356, 1.438], [-6.815, 0.813, 0.267], [-4.897, 0.626, 0.571], [-7.248, 0.698, 2.390], [-8.669, 0.694, 1.328], [-6.964, 1.878, 0.097], [-7.042, 0.267, -0.643], [-1.476, 0.628, 2.020], [-0.207, -0.598, 1.202], [-0.697, -1.036, -0.151], [-2.101, -2.374, 0.032], [-0.064, -1.427, 1.888], [0.721, -0.032, 1.124], [0.097, -1.523, -0.716], [-1.103, -0.216, -0.737], [2.381, 1.244, 3.526], [2.831, 3.053, 2.974], [1.681, 3.724, 2.279], [1.482, 3.081, 0.450], [3.714, 2.982, 2.349], [3.082, 3.574, 3.894], [1.866, 4.790, 2.189], [0.729, 3.562, 2.776], [6.108, 4.692, 2.800], [6.292, 5.544, 1.062], [5.430, 6.771, 0.945], [3.556, 6.342, 0.641], [6.060, 4.793, 0.314], [7.344, 5.814, 0.991], [5.724, 7.354, 0.073], [5.469, 7.397, 1.831], [0.327, -3.556, -4.860], [1.206, -1.899, -4.331], [2.141, -1.393, -5.397], [3.798, -2.411, -5.441], [1.711, -2.098, -3.391], [0.399, -1.187, -4.167], [2.439, -0.368, -5.188], [1.711, -1.448, -6.392], [5.109, 0.978, 6.606], [4.715, -0.802, 5.934], [4.206, -1.708, 7.022], [5.643, -2.323, 8.180], [5.624, -1.170, 5.469], [3.952, -0.655, 5.172], [3.777, -2.612, 6.593], [3.472, -1.227, 7.660], [4.597, 7.649, -2.942], [5.857, 9.126, -2.812], [5.432, 10.125, -1.768], [3.975, 11.245, -2.398], [5.937, 9.560, -3.803], [6.807, 8.670, -2.539], [6.247, 10.811, -1.546], [5.092, 9.656, -0.850]],
  "e_above_lowest_kcal_mol": 0.00,
  "homo_lumo_gap_ha": 0.349,
  "charge": 0
}

=====

{
  "formula": "C19H44ClNP2SSc",
  "method": "wB97M-V/def2-TZVPD",
  "elements": ["Sc", "Cl", "P", "C", "C", "C", "C", "H", "C", "H", "H", "H", "H", "H", "H", "H", "C", "C", "H", "H", "H", "H", "H", "H", "C", "H", "C", "H", "H", "H", "H", "H", "H", "H", "H", "P", "C", "C", "C", "C", "H", "C", "H", "H", "H", "H", "H", "H", "H", "C", "C", "H", "H", "H", "H", "H", "H", "C", "H", "C", "H", "H", "H", "H", "H", "H", "S", "C", "N"],
  "positions_angstrom": [[0.012, -0.003, -0.014], [1.620, -0.277, -1.845], [-1.527, 0.619, -1.713], [-1.433, -0.476, -3.251], [-3.354, 0.691, -1.344], [-0.984, 2.285, -2.381], [-1.141, -1.942, -2.960], [-0.559, -0.072, -3.764], [-2.638, -0.372, -4.182], [-3.469, -0.980, -3.829], [-2.359, -0.755, -5.164], [-3.004, 0.639, -4.323], [-0.087, -2.106, -2.773], [-1.425, -2.540, -3.827], [-1.704, -2.313, -2.107], [0.011, 2.017, -2.745], [-0.804, 3.350, -1.305], [-1.788, 2.838, -3.548], [-1.588, 2.315, -4.478], [-1.523, 3.884, -3.705], [-2.861, 2.806, -3.357], [-0.742, 2.923, -0.308], [-1.612, 4.077, -1.314], [0.122, 3.894, -1.490], [-3.833, -0.650, -0.798], [-3.827, 0.848, -2.314], [-3.769, 1.845, -0.441], [-3.841, -1.429, -1.555], [-4.852, -0.545, -0.425], [-3.206, -0.984, 0.022], [-3.112, 1.949, 0.416], [-4.776, 1.659, -0.065], [-3.794, 2.789, -0.976], [-0.204, -1.554, -0.463], [0.720, 1.461, -0.113], [1.801, -0.666, 1.401], [3.430, 0.212, 1.017], [1.644, -0.501, 3.252], [2.209, -2.450, 0.991], [3.273, 1.659, 0.568], [3.793, -0.350, 0.156], [4.474, 0.136, 2.128], [4.281, 0.868, 2.909], [5.453, 0.370, 1.708], [4.550, -0.838, 2.598], [2.913, 1.721, -0.452], [4.245, 2.152, 0.610], [2.593, 2.219, 1.206], [2.489, -2.334, -0.058], [1.004, -3.383, 1.040], [3.384, -3.065, 1.737], [4.340, -2.668, 1.411], [3.404, -4.140, 1.553], [3.303, -2.928, 2.815], [0.066, -2.844, 1.143], [1.076, -4.097, 1.856], [0.956, -3.956, 0.114], [1.340, 0.946, 3.625], [2.633, -0.747, 3.639], [0.651, -1.465, 3.888], [2.232, 1.566, 3.650], [0.893, 0.977, 4.620], [0.641, 1.392, 2.926], [-0.328, -1.408, 3.427], [0.535, -1.212, 4.943], [0.998, -2.492, 3.840], [-1.271, 0.262, 1.497], [-2.432, 0.502, 2.865], [-3.240, 0.669, 3.818]],
  "homo_lumo_gap_ha": 0.229,
  "charge": -1
}